[1]
This record from the Open Molecules 2025 dataset describes a 2-piece molecular cluster, C21H22F2NO3P overall. The level of theory is ωB97M-V/def2-TZVPD.

Computed properties:
- HOMO level (eV) = -6.6790
- spin multiplicity = 1
- E_LUMO (eV) = -3.01
- strongest force on any atom (Eh/bohr) = 0.0361

Each line ends with the Mulliken charge.
CARTESIAN COORDINATES (ANGSTROEM)
C1 -1.10404 1.55196 -6.32790  -1.173
C2 -1.33795 0.82084 -5.02707  -0.251
O1 -0.31654 1.18841 -4.06102  -0.314
P1 0.25793 0.13835 -2.97588  0.602
C3 -0.38321 0.56178 -1.38256  -0.241
C4 -1.67445 0.22982 -1.05503  0.210
N1 -2.79283 -0.05411 -0.78833  -0.664
O2 0.11886 -1.28306 -3.36735  -0.781
O3 1.76447 0.68012 -2.78306  -0.153
C5 2.63087 0.95404 -3.91235  -0.105
C6 4.06467 1.00037 -3.43128  -1.265
H1 -1.98305 1.41117 -6.96075  0.385
H2 -0.93907 2.62344 -6.17795  0.293
H3 -0.23740 1.13329 -6.85092  0.283
H4 -2.31885 1.07684 -4.60767  0.286
H5 -1.28649 -0.26521 -5.17954  0.346
H6 0.21128 1.17209 -0.70741  0.441
H7 2.51575 0.16042 -4.66884  0.313
H8 2.34049 1.91596 -4.35753  0.260
H9 4.71593 1.28901 -4.25946  0.402
H10 4.18312 1.71658 -2.61269  0.286
H11 4.37688 0.01002 -3.08598  0.294
F1 -1.48768 0.23892 6.88941  -0.306
C7 -2.37090 0.12087 5.84221  0.307
C8 -3.71280 0.43671 6.07096  -0.542
C9 -4.61196 0.29838 5.00048  -0.427
C10 -4.17544 -0.15661 3.76848  -0.685
C11 -2.80663 -0.48350 3.54599  0.917
C12 -2.41874 -0.98812 2.28101  -0.557
C13 -1.10780 -1.26716 1.86070  -0.665
C14 -0.08393 -0.34574 1.72185  -0.371
C15 1.29509 -0.73672 1.69697  1.187
C16 1.65942 -2.08342 1.96913  -0.599
C17 3.00349 -2.42325 1.94448  0.180
F2 3.35044 -3.71935 2.24185  -0.330
C18 4.01974 -1.50869 1.67113  -0.600
C19 3.65364 -0.18256 1.40331  -0.510
C20 2.32048 0.20277 1.41503  -0.513
C21 -1.88248 -0.30589 4.61546  -0.448
H12 -4.03823 0.77073 7.05416  0.434
H13 -5.66198 0.55123 5.14558  0.376
H14 -4.86507 -0.26543 2.93040  0.403
H15 -3.22573 -1.23706 1.58999  0.383
H16 -0.92252 -2.29762 1.53027  0.436
H17 -0.32261 0.71980 1.63737  0.448
H18 0.89917 -2.82026 2.23138  0.376
H19 5.05616 -1.82709 1.67770  0.449
H20 4.42460 0.55355 1.18162  0.393
H21 2.02922 1.23357 1.20127  0.329
H22 -0.82330 -0.51019 4.46237  0.482

Cartesian forces, eV/Å:
C 0.2 -0.1 -0.1
C 0.1 -0.3 0.4
O 0.0 -0.3 -0.2
P 0.3 -0.2 0.7
C 0.4 -0.2 0.0
C -1.8 -0.4 0.4
N 1.5 0.4 0.0
O -0.1 0.7 -0.2
O 0.0 0.1 -0.4
C -0.3 -0.2 0.0
C -0.1 -0.2 0.1
H 0.1 0.1 0.0
H -0.1 -0.2 0.0
H -0.1 0.1 0.1
H 0.2 0.0 0.0
H -0.1 0.2 0.1
H -0.3 0.1 -0.3
H -0.1 0.3 0.2
H -0.1 -0.3 0.1
H 0.0 0.0 0.1
H 0.0 -0.1 -0.1
H 0.0 0.2 0.0
F -0.8 -0.1 -0.9
C 0.5 0.1 0.4
C 0.2 -0.2 -0.5
C 0.1 0.1 0.2
C 0.3 -0.2 -0.2
C -0.2 1.2 0.7
C -0.3 -0.1 -0.8
C 0.7 0.7 -0.2
C -1.0 -0.5 0.5
C 1.7 -0.6 -0.5
C 0.3 0.7 0.0
C 0.0 -0.5 0.2
F -0.2 1.0 -0.3
C -0.6 0.2 0.0
C 0.1 -0.3 0.1
C -0.7 -0.4 0.1
C -0.4 0.1 -0.1
H 0.1 -0.1 -0.2
H 0.3 -0.1 0.0
H 0.1 0.0 0.3
H 0.1 -0.6 0.2
H -0.2 0.4 -0.3
H 0.0 -0.3 0.4
H 0.4 0.1 -0.1
H -0.1 0.0 0.0
H -0.2 -0.2 0.1
H 0.2 -0.3 0.0
H -0.3 -0.1 0.2

[2]
This record from the Open Molecules 2025 dataset describes C29H37N7O2RuS2 as an isolated structure. The level of theory is ωB97M-V/def2-TZVPD.

Computed properties:
- charge = +2
- HOMO level (alpha / beta) (eV) = -13.8322 / -13.8316
- spin multiplicity = 1
- energy relative to the best compared isomer or geometry (same formula, charge and spin) (kcal/mol) = 8.73
- E_LUMO (alpha / beta) (eV) = -7.61 / -7.61
- strongest force on any atom (Eh/bohr) = 0.0355

Each line ends with the Mulliken charge.
CARTESIAN COORDINATES (ANGSTROEM)
Ru1 -0.75222 1.43720 0.05241  -0.051
C1 -1.09931 6.60509 -1.00693  -0.839
S1 0.15087 5.99332 0.13078  0.086
C2 -0.28942 4.35829 0.33934  0.559
S2 -1.39616 3.53410 -0.63939  -0.174
N1 0.29060 3.74873 1.41444  -1.467
N2 -0.07360 2.52222 1.53358  1.366
C3 -0.01976 1.96560 2.78516  -0.914
C4 -0.88470 0.93271 2.93486  1.182
C5 -0.94655 0.05460 4.07673  -1.431
C6 -1.71084 -1.03171 4.00528  -0.587
C7 -2.46073 -1.38453 2.75511  0.209
C8 -2.64478 -0.18771 1.88992  -0.738
N3 -1.84679 0.81732 1.90778  -0.748
H1 -0.73084 7.56715 -1.35571  0.385
H2 -2.03888 6.74031 -0.47571  0.329
H3 -1.22450 5.92899 -1.84966  0.298
H4 0.58681 2.39839 3.56823  0.456
H5 -0.35633 0.28367 4.95387  0.482
H6 -1.76220 -1.73027 4.83044  0.522
H7 -3.42851 -1.82536 2.99660  1.100
H8 -3.48264 -0.13789 1.20364  0.578
C9 -1.61767 -0.67970 -4.89200  -0.949
N4 -1.11861 -1.08724 -3.57083  0.042
C10 -0.43838 -2.38315 -3.46070  -0.640
C11 -1.22840 -0.30301 -2.53780  0.529
N5 -1.32677 0.39364 -1.61869  -0.445
H9 -2.42696 -1.33933 -5.20204  0.330
H10 -0.80705 -0.74354 -5.61649  0.343
H11 -1.98431 0.34228 -4.85140  0.347
H12 -1.13976 -3.19095 -3.66927  0.355
H13 -0.02995 -2.50709 -2.46113  0.019
H14 0.37349 -2.42361 -4.18634  0.360
N6 5.26505 4.13984 -2.86099  -0.354
C12 4.47052 3.13798 -3.29644  -0.053
O1 4.64319 2.50589 -4.31320  -0.560
C13 3.28289 2.79590 -2.42736  0.567
C14 2.03937 2.67486 -3.03665  -1.135
C15 0.96566 2.25412 -2.28670  -0.619
N7 1.07568 1.92702 -0.98325  1.014
C16 2.27250 2.03783 -0.40466  0.019
C17 3.39607 2.46692 -1.08761  -1.029
H15 6.06571 4.38978 -3.41974  0.246
H16 5.06159 4.68054 -2.04000  0.208
H17 1.92289 2.89725 -4.08846  0.546
H18 -0.01485 2.17363 -2.72725  0.590
H19 2.33701 1.76720 0.63843  0.449
H20 4.34673 2.51809 -0.57355  0.538
C18 2.37626 -1.78406 -0.16448  -1.281
C19 2.25157 -1.92853 1.35645  0.100
C20 2.46706 -0.58667 2.06106  -0.884
C21 0.94537 -2.54281 1.81249  0.387
C22 0.94488 -3.62764 2.61377  -0.905
C23 -0.24848 -4.17740 3.23694  -1.217
C24 -1.43822 -3.63796 3.00097  -1.728
C25 -1.64785 -2.53854 1.99732  2.246
C26 -2.47258 -3.22513 0.82756  0.228
C27 -2.59383 -2.45082 -0.48031  -0.846
C28 -3.87473 -3.65205 1.27105  -1.654
C29 -0.33307 -1.93562 1.45468  -0.103
O2 -0.40677 -0.95861 0.69982  0.799
H21 3.40681 -1.53852 -0.42654  0.469
H22 1.73048 -0.99217 -0.54365  -0.098
H23 2.12485 -2.71830 -0.67069  0.346
H24 3.04352 -2.60129 1.69125  0.785
H25 1.76359 0.15378 1.68304  -0.380
H26 3.48489 -0.22758 1.89609  0.492
H27 2.32039 -0.68406 3.13858  0.399
H28 1.89336 -4.10290 2.84049  0.473
H29 -0.14188 -5.00975 3.91938  0.471
H30 -2.32046 -4.01702 3.50233  0.584
H31 -1.89885 -4.13109 0.60922  0.526
H32 -3.19592 -1.54687 -0.38096  0.166
H33 -3.08629 -3.09345 -1.21215  0.589
H34 -1.62453 -2.16900 -0.87440  -0.542
H35 -4.52846 -2.79270 1.43860  0.403
H36 -3.88138 -4.28327 2.15742  0.348
H37 -4.32488 -4.23533 0.46803  0.506

Cartesian forces, eV/Å:
Ru 1.1 1.1 1.0
C 0.1 -0.1 -0.1
S 0.1 0.1 0.3
C 0.0 0.0 -0.5
S -0.1 -0.4 0.4
N 0.0 0.3 0.3
N -0.2 0.0 -0.3
C 0.3 -0.2 0.1
C -0.2 0.0 0.0
C -0.1 0.2 0.1
C -0.1 -0.2 0.0
C 0.1 0.0 -0.1
C 0.1 -0.1 0.3
N -0.4 -0.1 -0.5
H 0.0 0.0 0.0
H 0.0 0.0 0.0
H 0.0 0.1 -0.1
H 0.1 0.0 -0.1
H 0.0 0.0 0.0
H 0.0 0.0 0.0
H 0.0 0.0 0.0
H 0.1 -0.1 -0.2
C 0.0 0.0 0.0
N 0.0 0.1 0.0
C 0.0 0.0 0.0
C -0.1 0.0 -0.3
N -0.1 -0.4 -0.1
H 0.0 0.0 0.0
H 0.0 0.0 0.0
H 0.0 0.0 0.0
H 0.0 0.0 0.0
H 0.0 0.0 0.0
H 0.0 0.0 0.0
N 0.0 -0.1 0.0
C 0.0 0.1 0.0
O 0.0 0.0 0.0
C 0.0 -0.1 -0.1
C 0.0 0.0 0.0
C 0.3 0.0 0.0
N -1.0 -0.2 -0.5
C -0.1 -0.1 0.2
C 0.0 0.1 0.0
H 0.0 0.0 0.0
H 0.0 0.0 0.0
H 0.0 0.0 0.0
H 0.0 0.0 0.0
H 0.0 0.0 0.0
H 0.0 0.0 0.0
C 0.1 -0.1 0.0
C -0.1 0.1 -0.2
C 0.1 -0.1 0.1
C 0.1 0.0 -0.1
C -0.2 -0.1 0.1
C 0.3 0.0 0.0
C -0.1 0.1 0.0
C -0.1 -0.1 -0.1
C 0.0 0.1 0.0
C 0.1 0.0 0.0
C 0.1 -0.1 -0.1
C -0.2 -0.1 0.0
O 0.3 0.1 0.1
H 0.0 0.0 0.0
H 0.0 0.0 0.0
H 0.0 0.0 0.0
H 0.0 -0.1 0.0
H -0.1 0.0 0.0
H 0.0 0.0 0.0
H 0.0 0.0 0.0
H 0.0 0.0 0.1
H 0.0 0.0 0.0
H 0.0 0.0 0.0
H 0.0 0.0 0.0
H 0.0 0.0 0.0
H 0.0 0.0 0.0
H 0.0 0.0 0.0
H 0.0 0.0 0.0
H 0.0 0.0 0.0
H 0.0 0.0 0.0